# 1
Entry from the OMol25 dataset: the ion C6H8BrN2O with charge +1 (ωB97M-V/def2-TZVPD).

The total energy comes out at -81412.2377 eV. The charge is +1. The largest force on an atom comes out at 5.083 eV/Å. Its spin multiplicity is 1. For the energy above the lowest of the compared OMol25 structures with the same formula, charge and spin, the calculation gives 1.689 eV. For the HOMO energy (spin up / spin down), the calculation gives -12.174 / -12.173 eV.

```
18
Properties=species:S:1:pos:R:3:forces:R:3
C -0.1844 -0.7182 -1.8633 0.628 -0.095 0.247
C 1.0491 -1.2587 -1.7656 -1.004 0.031 -0.707
C -0.8408 0.1174 -0.8995 -0.024 0.106 0.624
C -0.2647 0.4418 0.2978 4.654 -2.032 -0.234
C 1.6596 -0.2715 0.2986 -4.403 1.479 -0.139
C -0.4359 1.0904 2.5762 -0.082 -0.048 0.701
N 1.8957 -1.0787 -0.7006 0.725 0.123 0.629
N -2.1122 0.5144 -1.1556 -0.139 0.173 -0.127
O -0.5507 1.3425 1.1684 -0.247 0.394 -0.462
Br 2.8038 -0.1345 1.7300 0.025 -0.067 -0.222
H -0.7503 -0.9290 -2.7582 0.051 -0.087 -0.110
H 1.4320 -1.8918 -2.5506 0.065 -0.019 0.045
H -0.4458 0.0222 2.7928 -0.016 0.028 -0.130
H -1.2905 1.5776 3.0455 0.087 -0.086 -0.084
H 0.4812 1.5472 2.9483 -0.073 -0.046 -0.134
H 2.7772 -1.5953 -0.7340 -0.150 0.122 0.099
H -2.6280 0.1027 -1.9124 -0.055 0.043 0.060
H -2.5952 1.1216 -0.5178 -0.043 -0.017 -0.058
```
Positions in Å, forces in eV/Å.

# 2
Entry from the OMol25 dataset: a cluster of 2 separate species, C5H12O2 in total (ωB97M-V/def2-TZVPD).

The total energy comes out at -9468.2197 eV. The largest force on an atom comes out at 3.578 eV/Å. Its spin multiplicity is 1. For the energy above the lowest of the compared OMol25 structures with the same formula, charge and spin, the calculation gives 6.916 eV. For the HOMO energy, the calculation gives -7.741 eV.

```
19
Properties=species:S:1:pos:R:3:forces:R:3
O 2.5568 -1.2723 -0.1173 -0.275 1.077 0.367
C 2.4108 0.1620 0.0824 0.639 -0.290 0.154
C 1.1462 0.3900 0.8353 -1.668 1.925 -2.512
C -0.1057 0.3371 0.0894 2.629 -1.443 -0.211
C -0.9976 -0.8248 0.5532 -1.394 0.421 2.591
C -2.4341 -0.5465 0.1839 -0.589 -0.163 -0.139
H 3.2756 0.6097 0.5791 0.087 -0.375 0.142
H 1.1019 0.9195 1.7850 0.314 -0.629 0.327
H 2.3593 0.6214 -0.9109 -0.283 -0.072 0.147
H 0.0441 0.1177 -0.9706 0.248 0.583 0.062
H -0.6317 1.3078 0.2096 -0.742 0.375 -0.272
H -3.1342 -0.4649 1.0176 0.375 -0.133 0.360
H -0.9326 -0.8197 1.6549 0.045 -0.379 -0.177
H -0.5971 -1.7661 0.2161 0.212 -0.174 -0.347
H -2.4059 0.4487 -0.3140 -0.640 -0.745 -0.435
H -2.8387 -1.3418 -0.4456 0.059 0.353 -0.351
H 2.0995 -1.6333 0.6475 0.192 -0.718 -0.004
H -2.5632 2.2940 -1.3165 -0.121 0.263 0.178
O -1.8742 1.6401 -1.4545 0.913 0.123 0.121
```
Positions in Å, forces in eV/Å.

# 3
Entry from the OMol25 dataset: a structure of composition C30H48P2SeTl (ωB97M-V/def2-TZVPD).

The total energy comes out at -120497.3385 eV. The charge is +1. The largest force on an atom comes out at 3.349 eV/Å. Its spin multiplicity is 1. For the energy above the lowest of the compared OMol25 structures with the same formula, charge and spin, the calculation gives 0.000 eV. For the HOMO energy, the calculation gives -9.451 eV.

```
82
Properties=species:S:1:pos:R:3:forces:R:3
Tl 0.4814 1.2125 0.6071 1.466 2.627 1.472
C 3.1848 1.6486 0.7887 -1.089 0.685 -0.501
C 2.9487 2.0212 -0.5654 -0.349 0.496 0.892
C 1.7783 3.5025 0.7820 -0.075 -0.715 -1.375
C 2.4520 2.5674 1.6348 -0.270 -1.284 -0.805
C 2.1000 3.1686 -0.5815 0.170 -0.550 1.231
C 4.0096 0.5239 1.2756 0.509 -0.229 0.208
H 4.1939 -0.2238 0.5033 0.054 0.040 -0.057
H 3.5609 0.0086 2.1278 -0.028 0.000 0.077
H 4.9848 0.8888 1.6086 0.077 -0.175 0.038
C 2.3657 2.5066 3.1089 0.332 0.195 0.426
H 2.6178 1.5188 3.5039 0.174 0.113 -0.060
H 1.3548 2.6997 3.4514 -0.153 0.040 0.003
H 3.0147 3.2532 3.5777 0.024 -0.093 0.072
C 0.8702 4.5817 1.2295 -0.119 0.427 0.187
H 1.4359 5.4518 1.5728 -0.100 0.112 -0.024
H 0.2452 4.2614 2.0618 -0.008 -0.054 0.036
H 0.1814 4.9075 0.4449 0.180 0.043 -0.037
C 1.6269 3.8963 -1.7811 0.052 0.286 -0.271
H 2.2570 4.7676 -1.9728 -0.059 0.075 -0.135
H 0.6063 4.2668 -1.6754 -0.110 0.067 0.057
H 1.6583 3.2789 -2.6774 0.073 -0.078 -0.094
C 3.4879 1.3386 -1.7590 0.450 -0.180 -0.523
H 4.3668 1.8616 -2.1482 0.002 -0.111 -0.096
H 2.7664 1.2858 -2.5767 -0.073 0.064 -0.091
H 3.7955 0.3123 -1.5488 0.070 0.019 0.044
C -1.1175 -5.7435 -1.0706 -0.533 -0.170 0.450
C 0.1114 -5.8340 -1.5549 0.659 -0.440 -0.099
C 0.5389 -6.0487 -2.9829 -0.286 0.128 -0.348
C -0.5103 -5.7069 -4.0686 0.422 -0.081 0.030
C -0.9672 -4.2681 -4.0081 0.436 -0.120 -0.637
C -1.9390 -3.7316 -3.2874 -0.672 0.204 0.048
C -2.8818 -4.4197 -2.3366 0.073 -0.462 0.104
C -2.4327 -5.8051 -1.8099 -0.302 0.351 0.104
H 0.8660 -7.0890 -3.1476 -0.069 0.247 0.249
H -1.3288 -6.4312 -4.0515 0.207 0.279 -0.086
H 1.4278 -5.4322 -3.1619 -0.019 -0.050 -0.007
H -2.4591 -6.5484 -2.6113 0.052 0.185 0.318
H -1.2679 -5.6714 0.0147 0.379 0.101 -0.305
H 0.9607 -5.8539 -0.8610 -0.368 0.123 -0.003
H -3.1865 -6.1105 -1.0757 0.038 -0.079 -0.197
H -3.0336 -3.7589 -1.4740 -0.047 -0.026 -0.015
H -2.1842 -2.6722 -3.4279 0.260 -0.195 -0.080
H -3.8769 -4.5446 -2.7940 0.260 0.186 0.000
H -0.0017 -5.8291 -5.0317 -0.171 -0.115 0.101
H -0.4080 -3.6403 -4.7149 -0.291 0.079 0.418
P 0.5621 -1.2254 0.2654 -0.150 0.505 0.311
P -1.2140 1.3431 -1.2331 0.932 0.066 0.970
C -1.0172 -1.4745 -0.6531 0.033 0.313 -0.074
C -1.9946 -0.2404 -0.6983 0.078 0.126 -0.355
H -1.5037 -2.3108 -0.1276 -0.061 0.088 -0.602
H -0.7216 -1.7515 -1.6838 -0.314 -0.203 0.522
H -2.7698 -0.3903 -1.4640 -0.115 -0.501 0.504
H -2.4482 -0.0490 0.2962 0.109 -0.074 -0.550
C -2.3137 2.7252 -0.8995 -0.930 -0.270 -0.661
H -1.8161 3.6560 -1.2243 -0.303 -0.419 0.067
H -2.5349 2.7837 0.1865 0.103 -0.162 -0.633
H -3.2277 2.5119 -1.5110 0.424 0.692 0.658
C -0.7427 1.2350 -2.9677 -0.439 -0.133 -0.533
H -1.6519 0.8530 -3.4962 0.880 0.362 -0.075
H 0.1182 0.5397 -3.1013 -0.680 0.472 0.086
H -0.4481 2.2504 -3.3205 -0.287 -0.791 0.163
C 0.4049 -1.8422 1.9562 -0.107 -0.958 -0.057
H 1.3064 -1.5486 2.5294 -0.460 -0.246 -0.325
H 0.3400 -2.9533 1.8481 -0.067 0.723 0.644
H -0.4871 -1.4004 2.4631 0.604 -0.393 -0.452
C 1.9030 -2.0451 -0.6143 -0.049 -0.561 -0.118
H 2.1070 -1.5136 -1.5686 -0.148 -0.414 0.590
H 1.5336 -3.0866 -0.7984 0.640 0.661 -0.026
H 2.8143 -2.0256 0.0221 -0.610 -0.132 -0.455
Se -1.0969 1.6511 2.8025 0.538 -2.390 -1.514
C -1.5570 3.0221 3.9395 -0.463 1.648 1.106
C -2.8985 2.8471 4.3649 1.361 0.261 -0.447
C -3.4055 3.6883 5.3218 -0.050 0.429 0.413
C -2.6095 4.7129 5.8587 0.521 -0.460 -0.643
C -1.2811 4.8882 5.4244 -0.482 -0.064 0.109
C -0.7304 4.0493 4.4615 -1.145 -1.082 -0.403
H -3.4563 2.0292 3.9141 -0.124 0.274 0.252
H -4.4339 3.5201 5.6320 0.171 0.292 0.175
H -3.0226 5.3628 6.6026 -0.088 0.265 0.268
H -0.6541 5.6795 5.8288 -0.257 -0.078 0.063
H 0.2930 4.1414 4.1071 -0.291 0.185 0.304
```
Positions in Å, forces in eV/Å.

# 4
Entry from the OMol25 dataset: a cluster of 5 separate species, C21H29Cl16N2O3P in total (ωB97M-V/def2-TZVPD).

The total energy comes out at -241006.5334 eV. Its structure (SMILES) is C=CC[PH](CCC(=O)Nc1ccccc1)(CNC)OC[C@H](C)O.ClC(Cl)(Cl)Cl.ClC(Cl)(Cl)Cl.ClC(Cl)(Cl)Cl.ClC(Cl)(Cl)Cl. The largest force on an atom comes out at 4.686 eV/Å. Its spin multiplicity is 1. For the HOMO energy, the calculation gives -8.211 eV.

```
72
Properties=species:S:1:pos:R:3:forces:R:3
C 1.9426 -0.1586 -2.9794 -1.073 -3.117 -1.297
C 1.0794 -1.2476 -3.2235 0.252 2.061 1.127
C -0.4800 -1.3612 -2.7003 1.311 -1.126 -1.880
P -0.8938 -0.2495 -1.2119 -0.207 1.288 -0.887
C -2.4588 -0.4101 -0.1277 -1.644 0.587 1.014
C -2.3417 0.0668 1.4402 0.530 -0.351 -0.028
C -1.6972 1.5147 1.6786 -1.068 1.551 -2.494
O -1.8591 2.4451 0.8434 0.874 -3.312 3.198
N -0.9707 1.6735 2.9852 0.466 0.647 -1.226
C 0.3839 2.2342 2.8540 3.769 1.468 -0.247
C 0.6175 3.7754 2.7490 2.879 -2.009 0.007
C 2.0557 4.3733 2.6682 -0.787 -4.383 0.464
C 3.2667 3.3814 2.7173 -2.976 -1.287 -0.001
C 3.0659 1.8258 2.7971 -3.557 2.490 0.091
C 1.6089 1.2621 2.8716 0.558 3.395 -0.214
C -1.8964 0.8638 -2.4045 -0.783 1.588 -0.008
N -1.0293 1.5207 -3.4717 -1.885 0.586 0.233
C -0.4279 2.7984 -2.9603 1.487 0.118 0.307
O 0.1296 -1.1076 -0.1043 -1.534 -1.037 -0.043
C -0.3479 -2.4283 0.2337 2.249 -1.099 0.477
C 0.9274 -3.4367 0.1289 -0.620 -0.382 1.367
C 2.1701 -2.9818 1.0312 0.784 -0.735 -0.296
O 1.3111 -3.7168 -1.2365 0.746 0.480 0.749
H 3.0115 -0.2398 -3.4452 -3.966 -0.203 1.194
H 1.7084 0.7632 -2.3548 0.252 -1.437 -0.934
H 1.4376 -2.1445 -3.8555 -0.587 1.608 1.131
H -0.6512 -2.4861 -2.5255 0.291 1.724 0.081
H -1.1195 -1.1067 -3.6465 1.071 -0.192 2.098
H -0.0516 0.9109 -0.9681 -0.286 -1.021 0.101
H -3.2860 0.2851 -0.5442 1.531 -1.183 0.380
H -2.9214 -1.4711 -0.1751 0.952 1.660 0.283
H -3.4285 0.0954 1.8429 1.828 -0.008 -0.424
H -1.7162 -0.6613 2.0697 -1.105 1.034 -0.939
H -1.5263 2.3158 3.5700 0.306 -0.427 -0.440
H -0.2794 4.4805 2.7328 1.372 -1.203 -0.003
H 2.1803 5.5069 2.5938 -0.041 -1.960 0.135
H 4.3298 3.7901 2.6935 -1.688 -0.611 0.007
H 3.9420 1.0888 2.8438 -1.430 1.430 -0.118
H 1.4306 0.1268 2.9504 0.250 2.087 -0.176
H -2.7290 0.2232 -2.8574 1.019 0.984 0.297
H -2.3704 1.7600 -1.8352 0.363 -1.661 -0.478
H -1.7369 1.8372 -4.1682 0.964 -0.555 0.423
H -0.8657 3.7470 -3.4290 0.421 -1.370 0.684
H 0.6960 2.7634 -3.2455 -1.731 0.326 0.578
H -0.4912 2.8730 -1.8088 0.002 -0.019 -1.821
H -0.6520 -2.4747 1.3524 0.186 0.096 -1.853
H -1.1668 -2.8440 -0.4437 0.968 0.690 0.907
H 0.5475 -4.4391 0.5757 0.518 1.487 -0.623
H 1.8941 -2.5494 2.0510 0.125 -0.463 -1.531
H 2.8899 -2.2679 0.4800 -1.422 -0.817 0.801
H 2.8045 -3.9277 1.2517 -1.036 1.453 -0.346
H 2.2882 -3.6059 -1.3493 -1.346 0.031 0.339
Cl 5.7245 3.1361 -3.5848 -0.010 -0.241 0.144
C 5.6556 1.6408 -2.6266 0.336 0.070 -0.112
Cl 7.3032 1.0189 -2.3779 -0.203 0.110 -0.012
Cl 4.9062 1.9773 -1.0609 0.015 -0.041 -0.119
Cl 4.6862 0.4306 -3.4880 2.326 1.081 0.047
Cl -4.0712 -3.2547 2.5251 0.213 -0.118 0.119
C -2.8186 -4.1410 3.4214 -0.001 -0.060 0.007
Cl -3.5546 -4.9602 4.8151 0.134 0.162 -0.255
Cl -2.0676 -5.3463 2.3537 -0.122 0.227 0.165
Cl -1.5802 -3.0012 3.9901 -0.188 -0.153 -0.023
Cl -2.0173 -2.3502 -8.5056 -0.052 0.051 0.277
C -2.1662 -2.0377 -6.7626 0.132 -0.014 -0.008
Cl -2.9265 -3.4365 -5.9730 0.110 0.228 -0.108
Cl -0.5540 -1.7701 -6.0682 -0.307 -0.040 -0.329
Cl -3.1692 -0.5937 -6.5033 0.151 -0.220 -0.015
Cl -1.3413 0.5594 6.4733 -0.196 0.265 0.073
C -2.3349 1.9399 6.9835 0.162 -0.162 0.134
Cl -1.3555 3.0372 7.9791 -0.197 -0.177 -0.214
Cl -2.9211 2.8054 5.5456 -0.082 0.010 0.263
Cl -3.7217 1.3598 7.9299 0.229 0.121 -0.202
```
Positions in Å, forces in eV/Å.